Entry 1:
Density functional theory data (ωB97M-V/def2-TZVPD) for a cluster of 2 separate species, C3H10N2S in total.

Computed properties:
* LUMO energy: 0.79 eV
* E_tot: -627.9381 hartree
* SMILES: [H]/N=C/N.CCS
* energy above the lowest of the compared OMol25 structures with the same formula, charge and spin: 148.4 kJ/mol
* spin multiplicity: 1

Positions of all 16 atoms, in Å:
H -3.197 -1.625 -0.963
N -2.298 -1.191 -0.751
C -2.469 -0.504 0.338
N -1.273 -0.188 1.051
H -3.397 -0.460 0.835
H -0.434 -0.690 0.708
H -1.431 0.359 1.928
C 1.094 0.905 -1.090
C 1.768 0.669 0.374
S 3.128 -0.564 0.095
H 1.944 1.064 -1.800
H 0.539 1.870 -0.984
H 0.361 -0.028 -1.292
H 1.023 0.290 1.033
H 2.331 1.642 0.623
H 2.311 -1.550 -0.106

Results of the Mulliken charge analysis, in e, for atoms 1 through 8: 0.221 -0.606 0.006 -0.390 0.353 0.187 0.193 -0.840



Entry 2:
Density functional theory data (ωB97M-V/def2-TZVPD) for a cluster of 2 separate species, C3H10N2S in total.

Computed properties:
* LUMO energy: 0.87 eV
* E_tot: -627.9455 hartree
* SMILES: [H]/N=C/N.CSC
* energy above the lowest of the compared OMol25 structures with the same formula, charge and spin: 128.9 kJ/mol
* spin multiplicity: 1

Positions of all 16 atoms, in Å:
H -1.720 -0.456 -1.205
N -2.381 -0.836 -0.517
C -2.316 0.026 0.451
N -3.221 -0.138 1.484
H -1.601 0.841 0.461
H -3.149 -0.955 2.043
H -4.048 0.443 1.691
C 1.025 0.350 0.453
S 2.886 0.064 0.397
C 3.079 -0.121 -1.421
H 0.555 -0.624 0.751
H 0.660 0.775 -0.517
H 0.883 1.056 1.265
H 4.101 0.027 -1.730
H 2.745 -1.120 -1.715
H 2.502 0.669 -1.891

Results of the Mulliken charge analysis, in e, for atoms 1 through 8: 0.292 -0.591 0.065 -0.445 0.319 0.177 0.194 -0.889



Entry 3:
Density functional theory data (ωB97M-V/def2-TZVPD) for an isolated molecule of C3H10N2S2.

Computed properties:
* LUMO energy: 0.50 eV
* E_tot: -1026.1453 hartree
* SMILES: NC[C@H](N)CSS
* energy above the lowest of the compared OMol25 structures with the same formula, charge and spin: 107.1 kJ/mol
* spin multiplicity: 1

Positions of all 17 atoms, in Å:
N 3.471 0.278 -1.384
C 2.158 -0.418 -1.304
C 1.110 0.352 -0.536
N 1.507 0.631 0.840
C -0.255 -0.498 -0.583
S -1.780 0.474 -0.123
S -2.468 -0.518 1.592
H 3.347 1.121 -2.013
H 4.233 -0.326 -1.867
H 1.872 -0.466 -2.357
H 2.300 -1.425 -0.844
H 0.941 1.246 -1.076
H 1.706 -0.244 1.344
H 2.496 1.036 0.886
H -0.403 -1.073 -1.507
H -0.129 -1.171 0.332
H -1.316 -0.971 1.927

Results of the Mulliken charge analysis, in e, for atoms 1 through 8: -0.649 -0.695 0.114 -0.689 -0.837 -0.024 -0.143 0.245



Entry 4:
Density functional theory data (ωB97M-V/def2-TZVPD) for an isolated molecule of C3H10N2S2.

Computed properties:
* LUMO energy: 0.52 eV
* E_tot: -1026.1100 hartree
* SMILES: NC[C@H](N)CSS
* energy above the lowest of the compared OMol25 structures with the same formula, charge and spin: 199.6 kJ/mol
* spin multiplicity: 1

Positions of all 17 atoms, in Å:
N 0.372 0.109 2.630
C 0.152 0.810 1.245
C -0.136 -0.109 0.004
N 0.964 -0.877 -0.467
C -0.394 0.838 -1.125
S -2.071 0.278 -1.840
S -1.457 -1.195 -3.150
H 0.485 -0.950 2.810
H 0.909 0.706 3.252
H -0.617 1.519 1.440
H 1.083 1.322 1.008
H -1.062 -0.795 0.248
H 0.637 -1.626 -1.152
H 1.589 -1.272 0.289
H -0.713 1.772 -0.618
H 0.409 0.724 -1.792
H -0.150 -1.254 -2.782

Results of the Mulliken charge analysis, in e, for atoms 1 through 8: -0.518 -0.898 0.675 -0.617 -1.250 -0.066 -0.147 0.197



Entry 5:
Density functional theory data (ωB97M-V/def2-TZVPD) for a cluster of 2 separate species, C3H10N3 in total.

Computed properties:
* LUMO energy (alpha / beta): 0.32 / 0.20 eV
* E_tot: -284.4030 hartree
* <S²>: 0.757
* energy above the lowest of the compared OMol25 structures with the same formula, charge and spin: 237.8 kJ/mol
* spin multiplicity: 2

Positions of all 16 atoms, in Å:
C 1.387 2.200 0.477
N -0.750 0.047 -1.538
C -0.030 1.048 -1.132
N 0.528 1.109 0.055
H 0.945 2.759 1.300
H 1.521 2.881 -0.363
H 2.379 1.845 0.750
H -0.899 -0.795 -0.921
H -1.215 0.032 -2.441
H 0.050 1.910 -1.782
H 0.518 0.219 0.565
C -0.652 -2.645 0.678
N -1.679 -3.078 1.349
H -0.465 -2.911 -0.365
H 0.133 -2.034 1.137
H -1.772 -2.588 2.231

Results of the Mulliken charge analysis, in e, for atoms 1 through 8: -0.746 -0.427 -0.213 -0.008 0.293 0.292 0.302 0.111



Entry 6:
Density functional theory data (ωB97M-V/def2-TZVPD) for a cluster of 2 separate species, C3H10N3 in total.

Computed properties:
* LUMO energy: -7.89 eV
* E_tot: -284.1059 hartree
* total charge: +1
* energy above the lowest of the compared OMol25 structures with the same formula, charge and spin: 709.0 kJ/mol
* spin multiplicity: 1

Positions of all 16 atoms, in Å:
C -3.005 -0.566 0.375
C -1.914 0.135 0.674
H -3.987 -0.109 0.438
H -2.980 -1.624 0.138
H -1.927 0.944 1.398
H -1.001 0.006 0.081
N 2.182 -0.715 -1.001
C 1.087 -0.096 -0.386
N 0.769 1.118 -1.056
N 1.530 0.095 1.126
H 2.876 0.017 -0.873
H 2.374 -1.568 -0.483
H 1.690 1.505 -1.265
H 0.342 0.789 -1.926
H 0.823 0.835 1.227
H 1.141 -0.765 1.533

Results of the Mulliken charge analysis, in e, for atoms 1 through 8: -0.401 -0.306 0.255 0.247 0.270 0.084 -0.508 0.280



Entry 7:
Density functional theory data (ωB97M-V/def2-TZVPD) for a cluster of 2 separate species, C3H10N3 in total.

Computed properties:
* LUMO energy: -3.39 eV
* E_tot: -284.3308 hartree
* total charge: +1
* energy above the lowest of the compared OMol25 structures with the same formula, charge and spin: 118.5 kJ/mol
* spin multiplicity: 1

Positions of all 16 atoms, in Å:
C 0.606 1.425 0.273
C 1.077 1.425 1.526
N 2.284 0.936 1.952
H 1.173 1.011 -0.558
H -0.292 1.975 0.031
H 0.500 1.920 2.300
H 2.758 0.275 1.355
H 2.342 0.688 2.928
N -0.760 -1.304 -0.191
C -1.204 -0.803 -1.306
N -1.935 -1.445 -2.184
H -0.954 -2.257 0.081
H -0.218 -0.677 0.418
H -0.942 0.225 -1.531
H -2.229 -0.987 -3.032
H -2.206 -2.409 -2.061

Results of the Mulliken charge analysis, in e, for atoms 1 through 8: -1.315 0.196 -0.440 0.447 0.295 0.324 0.230 0.252



Entry 8:
Density functional theory data (ωB97M-V/def2-TZVPD) for a cluster of 3 separate species, C3H10N3 in total.

Computed properties:
* LUMO energy: -3.27 eV
* E_tot: -284.2407 hartree
* total charge: +1
* energy above the lowest of the compared OMol25 structures with the same formula, charge and spin: 355.1 kJ/mol
* spin multiplicity: 1

Positions of all 16 atoms, in Å:
C -1.736 -0.638 0.617
C -0.526 -0.532 -0.248
C 0.691 0.022 0.424
N 0.817 1.283 0.631
N 1.635 -0.777 0.700
N -1.544 0.366 -0.516
H -2.406 -1.529 0.650
H -1.651 -0.089 1.500
H -0.244 -1.338 -0.827
H 0.912 0.773 -1.990
H 0.297 2.069 0.209
H 1.506 1.528 1.274
H 1.403 -1.765 0.421
H 2.450 -0.590 1.290
H -2.155 0.094 -1.362
H 0.552 1.123 -2.773

Results of the Mulliken charge analysis, in e, for atoms 1 through 8: -0.418 -0.240 0.234 -0.276 -0.320 -0.499 0.302 0.282



Entry 9:
Density functional theory data (ωB97M-V/def2-TZVPD) for a cluster of 2 separate species, C3H10N3 in total.

Computed properties:
* LUMO energy: -4.34 eV
* E_tot: -284.2690 hartree
* total charge: +1
* energy above the lowest of the compared OMol25 structures with the same formula, charge and spin: 280.9 kJ/mol
* spin multiplicity: 1

Positions of all 16 atoms, in Å:
C 1.413 0.536 1.212
N 1.976 1.681 0.920
H 2.055 -0.320 1.319
H 0.404 0.472 1.601
H 1.388 2.509 0.946
H 2.925 1.872 1.230
C -0.669 -0.141 -0.827
C -1.431 -1.093 -0.281
N -2.799 -1.175 -0.394
N 0.773 -0.236 -0.748
H -1.098 0.715 -1.334
H -0.964 -1.860 0.323
H -3.150 -2.116 -0.375
H -3.177 -0.686 -1.189
H 1.160 -0.824 -1.489
H 1.194 0.668 -0.916

Results of the Mulliken charge analysis, in e, for atoms 1 through 8: -0.120 -0.277 0.290 0.285 0.279 0.285 -0.490 0.040



Entry 10:
Density functional theory data (ωB97M-V/def2-TZVPD) for a cluster of 2 separate species, C3H10N3 in total.

Computed properties:
* LUMO energy: -3.63 eV
* E_tot: -284.1949 hartree
* total charge: +1
* energy above the lowest of the compared OMol25 structures with the same formula, charge and spin: 475.4 kJ/mol
* spin multiplicity: 1

Positions of all 16 atoms, in Å:
C 2.286 -0.477 -0.123
C -3.048 -1.301 -0.191
C 0.249 2.070 0.421
N 1.286 0.046 -0.474
N 3.251 -1.195 0.297
N 0.408 0.973 -0.534
H -3.443 -0.521 -0.834
H -2.059 -1.320 -0.230
H -3.206 -1.042 0.843
H -3.443 -2.375 -0.264
H 1.032 1.955 1.040
H 0.275 3.002 -0.106
H -0.616 2.164 1.015
H 3.080 -2.085 0.744
H 4.093 -1.141 -0.304
H -0.146 1.246 -1.303

Results of the Mulliken charge analysis, in e, for atoms 1 through 8: 0.296 -0.979 -0.802 0.198 -0.358 -0.189 0.237 0.172



Entry 11:
Density functional theory data (ωB97M-V/def2-TZVPD) for a cluster of 2 separate species, C3H10N3 in total.

Computed properties:
* LUMO energy: -4.26 eV
* E_tot: -284.1967 hartree
* total charge: +1
* energy above the lowest of the compared OMol25 structures with the same formula, charge and spin: 470.6 kJ/mol
* spin multiplicity: 1

Positions of all 16 atoms, in Å:
C 0.454 -0.696 0.597
C 0.312 -1.808 1.796
C -0.590 1.608 -1.252
N -0.744 -0.742 0.336
N 1.652 -0.247 0.366
N -1.264 0.323 -1.270
H 1.128 -2.415 1.542
H 0.339 -1.266 2.721
H -0.586 -2.350 1.785
H 0.318 1.609 -1.674
H -1.235 2.222 -1.879
H -0.538 2.087 -0.361
H 2.502 -0.261 0.948
H 2.018 0.324 -0.398
H -2.229 0.322 -1.070
H -1.195 -0.092 -2.283

Results of the Mulliken charge analysis, in e, for atoms 1 through 8: 0.798 -1.001 -1.116 -0.248 -0.396 -0.408 0.373 0.325



Entry 12:
Density functional theory data (ωB97M-V/def2-TZVPD) for the ion C3H10N3 with charge +1.

Computed properties:
* LUMO energy: -3.18 eV
* E_tot: -284.2593 hartree
* total charge: +1
* SMILES: C[NH2+][C@@]1(N)CN1
* energy above the lowest of the compared OMol25 structures with the same formula, charge and spin: 306.3 kJ/mol
* spin multiplicity: 1

Positions of all 16 atoms, in Å:
C 0.785 1.504 -1.135
N -0.351 0.528 -0.862
C -0.078 -0.515 0.421
N 0.903 -0.066 1.260
C -1.352 -1.188 0.766
N -0.359 -1.809 -0.035
H 0.888 2.242 -0.354
H 1.551 0.864 -1.084
H 0.684 1.938 -2.083
H -0.661 -0.051 -1.633
H -1.114 1.139 -0.467
H 1.871 -0.474 1.104
H 0.852 0.794 1.747
H -1.528 -1.478 1.825
H -2.258 -0.899 0.247
H 0.167 -2.530 0.284

Results of the Mulliken charge analysis, in e, for atoms 1 through 8: -0.906 -0.286 0.514 -0.453 -0.478 -0.508 0.307 0.444